Density functional theory data (the ωB97M-V functional and the def2-TZVPD basis) for a cluster of 11 separate species, C48H64N2O22 in total in a non-equilibrium geometry.

LUMO: -0.47 eV
Structure (SMILES): O=[N+]([O-])c1ccccc1.O=[N+]([O-])c1ccccc1.O=C1CCCO1.O=C1CCCO1.O=C1CCCO1.O=C1CCCO1.O=C1CCCO1.O=C1CCCO1.O=C1CCCO1.O=C1CCCO1.O=C1CCCO1
HOMO-LUMO gap: 9.6432 eV
Spin multiplicity: 1
Electronic energy: -3632.10151 Ha

```
136
C48H64N2O22, DFT the ωB97M-V functional and the def2-TZVPD basis
O -7.91773 0.76138 -0.55759
C -6.73064 0.66375 -0.46957
O -6.08298 -0.08927 -1.37517
C -4.65870 -0.08791 -1.01505
C -4.40085 1.33815 -0.26260
C -5.74648 1.33534 0.51929
H -4.08170 -0.20647 -1.91837
H -4.46787 -0.94837 -0.29222
H -4.39723 2.15785 -0.97333
H -3.51288 1.27687 0.31952
H -6.21327 2.30203 0.85059
H -5.75454 0.54023 1.31506
O -0.91346 -0.55141 -4.03630
C -1.86642 -0.71568 -4.74203
O -3.09077 -0.81108 -4.24265
C -4.04224 -1.06348 -5.33459
C -3.29287 -1.19406 -6.58326
C -1.86842 -0.71607 -6.27952
H -4.66832 -0.14089 -5.41535
H -4.65203 -1.91393 -5.03766
H -3.75900 -0.64116 -7.42757
H -3.32022 -2.26538 -6.87092
H -1.78255 0.35873 -6.52240
H -1.03583 -1.28176 -6.62086
O 4.60198 1.52519 2.29186
C 4.16413 0.91543 3.23679
O 4.71348 1.08980 4.45238
C 4.10123 0.23813 5.52605
C 3.42250 -0.83748 4.65819
C 3.05306 -0.13702 3.36541
H 3.44971 0.85016 6.09879
H 4.97354 -0.17448 6.08824
H 2.57616 -1.34067 5.15304
H 4.18024 -1.59003 4.39174
H 2.08548 0.40381 3.35772
H 3.06719 -0.84379 2.55457
O -0.88856 -1.77008 1.91414
C -0.43034 -2.46838 2.79800
O 0.88971 -2.43150 3.19625
C 1.14820 -3.74353 3.82542
C -0.12578 -4.00128 4.54485
C -1.09807 -3.62187 3.46789
H 2.00393 -3.61743 4.50806
H 1.35140 -4.43408 3.03152
H -0.17280 -3.35337 5.41554
H -0.24158 -5.09123 4.81053
H -2.04490 -3.38514 3.86749
H -1.17248 -4.47572 2.76870
O 1.93850 3.00175 -1.10100
C 2.09983 3.92649 -0.39029
O 1.20350 4.95631 -0.47485
C 1.41372 5.91228 0.59596
C 2.22234 5.16985 1.63300
C 3.03448 4.20633 0.78443
H 0.43302 6.30085 0.87466
H 1.96286 6.75009 0.08688
H 1.50107 4.65107 2.24526
H 2.81738 5.81434 2.29805
H 3.32679 3.27364 1.28835
H 3.95660 4.68676 0.44080
O 0.20329 2.09732 -5.19988
C -0.45265 2.84541 -4.57440
O -0.70697 4.10654 -5.06402
C -1.26920 4.99416 -4.09333
C -1.87044 3.98858 -3.05100
C -0.99095 2.76883 -3.20427
H -1.97253 5.68187 -4.64602
H -0.46408 5.58534 -3.69095
H -2.90164 3.73902 -3.34152
H -1.86625 4.50365 -2.08747
H -1.47525 1.85066 -3.00455
H -0.10385 2.76443 -2.61225
O 2.75539 -2.71041 -1.28310
C 3.17725 -1.73367 -1.81569
O 4.20206 -1.01033 -1.26179
C 4.47850 0.18066 -2.03118
C 3.99194 -0.12297 -3.44509
C 2.87060 -1.15540 -3.24156
H 5.45420 0.63645 -1.94539
H 3.80031 0.87601 -1.54912
H 4.80570 -0.58411 -3.94833
H 3.70324 0.66117 -4.08851
H 2.83439 -2.07825 -3.83903
H 1.88242 -0.63705 -3.23559
O 1.01238 -6.50239 1.28126
C 0.94199 -6.27778 0.07501
O 0.24755 -7.06732 -0.72903
C 0.05232 -6.51458 -2.03384
C 1.20494 -5.47031 -2.17311
C 1.45186 -5.07713 -0.72452
H -0.96863 -6.10025 -2.04564
H 0.05787 -7.31649 -2.75012
H 0.87316 -4.68639 -2.77141
H 2.07741 -5.86978 -2.77647
H 0.88373 -4.23168 -0.43941
H 2.49849 -4.80118 -0.51102
O 0.74629 1.92544 2.14471
C 0.42036 1.36030 1.15103
O -0.76646 1.59238 0.57725
C -1.02936 0.67551 -0.49650
C 0.39573 0.13340 -0.98126
C 1.21865 0.37340 0.29835
H -1.57358 1.11720 -1.31824
H -1.61491 -0.20801 -0.12422
H 0.63064 0.84895 -1.75823
H 0.35219 -0.84174 -1.44658
H 2.19261 0.82986 0.00912
H 1.43797 -0.52476 0.79915
C -2.54312 -3.49278 -0.12879
C -3.72282 -4.08460 -0.52307
C -3.86915 -4.33949 -1.90582
C -2.82770 -4.07563 -2.74249
C -1.69219 -3.36035 -2.37308
C -1.57273 -3.05669 -1.02098
N -3.08506 -4.45677 -4.14224
O -4.11877 -4.20031 -4.70643
O -2.11457 -5.01692 -4.68424
H -2.41951 -3.16916 0.87447
H -4.55734 -4.31234 0.05657
H -4.81395 -4.61459 -2.36620
H -0.96344 -2.96959 -3.06983
H -0.79976 -2.46122 -0.53299
C 3.11859 4.42433 5.05553
C 3.20392 5.45132 5.96401
C 2.27157 5.56639 6.97576
C 1.24330 4.68081 7.04995
C 1.07673 3.64028 6.12422
C 2.07580 3.50241 5.13997
N 0.19350 4.83613 8.10668
O 0.03806 5.95745 8.55715
O -0.43017 3.84434 8.41648
H 3.77368 4.24816 4.19934
H 3.98335 6.21003 5.93264
H 2.32415 6.42758 7.63992
H 0.19658 3.02958 6.11612
H 1.94182 2.71447 4.35317
```